# 1
C44H48AsCrIN3O as an isolated structure. Source: the OMol25 dataset; level of theory: wB97M-V/def2-TZVPD.

```
99
Properties=species:S:1:pos:R:3:forces:R:3
Cr -0.2434 0.2831 0.1050 0.0369 -0.1026 0.1011
C 5.6461 -0.2096 0.8240 0.0056 -0.0035 -0.0047
C 4.6861 -0.9725 -0.0958 0.0241 -0.0041 -0.0017
C 3.7763 -1.9259 0.6844 0.0015 0.0059 -0.0028
C 4.0191 -0.1287 -1.1917 -0.0139 -0.0137 -0.0034
C 4.8157 0.0651 -2.3239 -0.0066 -0.0059 -0.0036
C 4.3177 0.5719 -3.5048 -0.0015 0.0108 -0.0001
C 2.9582 0.8278 -3.6066 0.0079 -0.0064 -0.0070
C 2.1293 0.6842 -2.5083 0.0206 -0.0089 0.0550
C 0.6269 0.8083 -2.6592 -0.0307 0.0061 0.0478
C 0.1656 1.5572 -3.9041 0.0015 0.0161 0.0007
C 0.0112 -0.6018 -2.6623 -0.0095 0.0067 -0.0087
C 2.6833 0.3136 -1.2634 0.0124 0.0014 -0.0430
N 1.8317 0.3638 -0.1275 -0.1256 0.0013 -0.0376
C 2.3438 0.6510 1.0381 0.0410 0.0121 0.0444
C 1.5738 0.5392 2.2050 0.0020 0.0480 0.0241
C 1.9302 0.7481 3.5376 0.0207 -0.0584 -0.0029
C 0.7996 0.4496 4.2858 -0.0132 0.0534 -0.0137
C -0.2153 0.0883 3.3814 -0.0071 -0.0215 -0.0042
N 0.2525 0.1205 2.1167 -0.0114 0.0038 -0.0486
C -1.6393 -0.2864 3.7213 -0.0040 -0.0084 0.0125
C -2.6030 0.7064 3.0566 0.0001 0.0042 -0.0110
C -1.9180 -1.7133 3.2378 0.0043 -0.0086 -0.0027
C -1.8634 -0.2345 5.2333 0.0064 -0.0014 -0.0072
H 6.2800 -0.9187 1.3584 0.0034 -0.0022 0.0061
H 5.1342 0.3868 1.5805 0.0011 -0.0012 0.0028
H 6.2946 0.4552 0.2525 0.0014 0.0033 -0.0024
H 5.3315 -1.6290 -0.6860 -0.0071 0.0023 0.0100
H 3.2781 -1.4625 1.5342 -0.0091 0.0013 0.0072
H 4.3825 -2.7404 1.0830 0.0063 -0.0023 -0.0008
H 3.0135 -2.3632 0.0378 -0.0069 -0.0032 -0.0005
H 5.8529 -0.2471 -2.2777 0.0049 -0.0001 0.0030
H 4.9668 0.7016 -4.3604 -0.0012 0.0010 -0.0083
H 2.5448 1.1398 -4.5555 0.0003 0.0009 -0.0070
H 0.2418 1.3865 -1.8085 0.0307 0.0161 -0.1173
H 0.3755 0.9869 -4.8111 -0.0019 0.0013 0.0018
H 0.6475 2.5307 -3.9886 0.0033 -0.0001 0.0003
H -0.9137 1.7140 -3.8594 -0.0010 -0.0005 -0.0020
H 0.4019 -1.1648 -3.5117 0.0044 -0.0007 0.0028
H -1.0756 -0.5642 -2.7550 -0.0065 -0.0020 0.0010
H 0.2792 -1.1870 -1.7713 0.0051 -0.0051 -0.0047
H 3.3792 0.9666 1.1152 -0.0054 0.0072 -0.0051
H 2.8965 1.0673 3.8961 0.0123 -0.0007 0.0031
H 0.7098 0.4774 5.3587 -0.0022 0.0037 0.0091
H -2.4253 0.7867 1.9842 0.0005 -0.0052 0.0043
H -2.4848 1.7024 3.4897 -0.0011 0.0047 0.0018
H -3.6375 0.3928 3.2144 -0.0064 0.0018 -0.0014
H -1.7050 -1.8146 2.1762 -0.0075 0.0004 -0.0142
H -2.9629 -1.9800 3.4100 -0.0076 -0.0028 0.0018
H -1.2889 -2.4272 3.7717 0.0019 -0.0017 0.0015
H -1.6848 0.7666 5.6291 0.0016 0.0047 0.0016
H -1.2114 -0.9347 5.7569 0.0072 -0.0036 0.0032
H -2.8958 -0.5050 5.4600 -0.0065 0.0005 0.0004
I -3.6200 -4.5943 -0.5969 -0.0009 0.0000 -0.0001
C -3.5220 -2.5222 -0.5967 -0.0002 0.0157 -0.0021
C -4.6251 -1.7409 -0.9111 0.0064 -0.0042 0.0028
C -4.4902 -0.3623 -0.8929 0.0063 -0.0056 -0.0016
C -3.2696 0.1910 -0.5546 0.0091 0.0085 -0.0022
N -2.2098 -0.5617 -0.2393 0.0323 -0.0038 0.0136
C -2.3336 -1.8932 -0.2702 -0.0158 -0.0012 -0.0053
H -5.5696 -2.2012 -1.1677 -0.0013 -0.0021 -0.0014
H -5.3241 0.2793 -1.1397 0.0003 0.0033 0.0001
H -3.1015 1.2592 -0.5337 -0.0013 -0.0071 0.0045
H -1.4521 -2.4722 -0.0227 0.0041 -0.0048 0.0116
O -1.0597 2.2318 -0.1338 0.0083 0.0770 0.0117
As -0.5554 3.8287 -0.0995 -0.0569 -0.0574 -0.0005
C 0.4626 4.2382 1.4613 0.0210 0.0356 -0.0265
C 0.2147 3.5451 2.6384 -0.0113 -0.0167 0.0044
C 0.8583 3.9363 3.8033 -0.0093 -0.0013 0.0024
C 1.7416 5.0054 3.7859 -0.0077 -0.0025 0.0019
C 1.9943 5.6899 2.6037 0.0130 -0.0070 0.0062
C 1.3514 5.3109 1.4363 0.0002 -0.0045 -0.0068
C 0.5233 4.2977 -1.6064 0.0031 0.0324 0.0071
C -0.0092 5.0080 -2.6778 -0.0248 -0.0099 0.0174
C 0.8047 5.3325 -3.7532 0.0054 0.0061 -0.0104
C 2.1371 4.9417 -3.7585 0.0032 0.0089 0.0000
C 2.6636 4.2220 -2.6937 0.0003 0.0007 -0.0130
C 1.8584 3.9024 -1.6122 0.0020 -0.0174 0.0202
C -2.1154 4.9337 -0.0773 0.0336 0.0313 -0.0167
C -2.0007 6.3128 -0.2273 0.0144 -0.0043 0.0090
C -3.1343 7.1056 -0.1471 -0.0037 -0.0026 -0.0001
C -4.3726 6.5227 0.0894 -0.0070 0.0042 0.0009
C -4.4817 5.1494 0.2514 -0.0047 0.0015 0.0021
C -3.3508 4.3499 0.1692 0.0162 -0.0296 0.0011
H -0.4607 2.6976 2.6458 0.0003 0.0039 0.0012
H 0.6736 3.3939 4.7203 0.0023 0.0003 0.0001
H 2.2408 5.3062 4.6976 0.0014 0.0014 0.0033
H 2.6903 6.5179 2.5927 -0.0021 0.0052 -0.0051
H 1.5494 5.8443 0.5138 -0.0028 0.0003 0.0049
H -1.0496 5.3093 -2.6736 0.0054 0.0036 -0.0102
H 0.3989 5.8896 -4.5870 -0.0035 0.0009 -0.0012
H 2.7692 5.1989 -4.5982 0.0010 -0.0028 -0.0040
H 3.6979 3.9052 -2.7069 0.0023 -0.0044 0.0061
H 2.2704 3.3464 -0.7766 0.0022 -0.0002 -0.0042
H -1.0340 6.7711 -0.4037 -0.0071 0.0013 0.0027
H -3.0523 8.1776 -0.2651 0.0015 0.0034 -0.0020
H -5.2558 7.1443 0.1526 -0.0005 0.0023 0.0044
H -5.4471 4.7025 0.4479 0.0000 -0.0072 -0.0008
H -3.4182 3.2792 0.3124 -0.0101 0.0047 -0.0061
```
Positions in Å, forces in eV/Å.

Output
Net charge = +1
HOMO energy (spin up / spin down) = -9.698 / -9.807 eV
Multiplicity = 5

# 2
C44H48BeGeN3P as an isolated structure. Source: the OMol25 dataset; level of theory: wB97M-V/def2-TZVPD.

```
98
Properties=species:S:1:pos:R:3:forces:R:3
Be -0.7173 0.3419 -0.5885 0.2165 -0.3889 -0.0115
C 0.1904 2.9016 -5.0778 0.0112 -0.0169 0.0331
C 0.4578 3.0563 -3.5903 0.0210 -0.0656 -0.0868
N 0.5235 1.7312 -3.0154 -0.2792 0.0816 -0.0338
C -0.4693 0.8180 -3.2853 0.5670 0.1943 0.0538
N -0.7657 -0.0322 -2.3747 -0.3991 -0.2761 0.1786
C -1.5676 -1.2142 -2.6711 -0.0931 0.1203 -0.0549
C -1.8096 -1.4086 -4.1596 -0.0354 0.0406 0.0389
C -2.1406 -0.0577 -4.7680 0.0180 -0.0062 0.0172
N -1.0038 0.8275 -4.5678 -0.0137 -0.0563 -0.0666
C -1.0863 2.1010 -5.2609 -0.0093 0.0260 0.0160
H 1.0220 2.3558 -5.5289 0.0172 0.0411 -0.0253
H 0.1000 3.8733 -5.5678 -0.0312 0.0048 0.0084
H -0.3322 3.6661 -3.1244 0.0148 0.0168 -0.0201
H 1.4103 3.5567 -3.4132 0.0012 -0.0185 -0.0057
H 0.8113 1.6607 -2.0355 0.1827 -0.0893 -0.0571
H -2.4990 -1.1042 -2.1106 -0.0291 -0.0266 0.0113
H -1.0566 -2.0788 -2.2430 0.0177 -0.0378 -0.0138
H -2.6280 -2.1163 -4.3080 -0.0019 0.0059 -0.0298
H -0.9205 -1.8060 -4.6576 -0.0032 -0.0056 0.0075
H -3.0470 0.3525 -4.2977 0.0043 0.0061 -0.0068
H -2.3181 -0.1243 -5.8452 -0.0030 -0.0105 0.0075
H -1.9434 2.6883 -4.8908 -0.0016 -0.0044 -0.0174
H -1.2705 1.8939 -6.3188 0.0054 -0.0090 0.0031
C 0.9765 0.4760 -0.1746 -0.0955 0.0160 0.0361
C 2.1657 0.6310 0.0892 0.1349 0.0710 0.0660
C 3.5385 0.8851 0.3998 -0.0916 -0.1448 -0.1829
C 3.7814 1.6694 1.5855 0.0245 0.1006 0.1187
C 2.7386 1.8175 2.5429 0.0231 -0.0463 0.0418
C 2.8733 2.5736 3.6866 0.0165 0.0109 0.0164
C 4.0622 3.2475 3.9753 0.0016 0.0018 -0.0310
C 5.0990 3.1274 3.0609 -0.0297 0.0249 0.0349
C 4.9709 2.3710 1.9042 0.0855 0.0486 -0.0108
C 4.5206 0.2730 -0.4566 -0.0033 0.0513 -0.1095
C 5.9320 0.4016 -0.3591 0.0937 0.0074 0.0726
C 6.8023 -0.2834 -1.1942 0.0092 -0.0085 -0.0356
C 6.3474 -1.1300 -2.1950 -0.0038 -0.0074 0.0115
C 4.9636 -1.2605 -2.3349 0.0298 -0.0061 -0.0176
C 4.0888 -0.5890 -1.5102 -0.0142 0.0704 0.0015
H 1.8136 1.2866 2.3632 -0.0341 0.0084 -0.0154
H 2.0357 2.6289 4.3756 0.0079 -0.0016 -0.0056
H 4.1687 3.8454 4.8728 0.0033 -0.0097 0.0052
H 6.0367 3.6472 3.2371 -0.0030 0.0075 0.0013
H 5.8068 2.3788 1.2225 -0.1364 0.0983 0.0567
H 6.3792 1.0374 0.3873 -0.0223 -0.2056 -0.0430
H 7.8706 -0.1406 -1.0545 -0.0050 -0.0103 0.0127
H 7.0352 -1.6715 -2.8340 -0.0043 0.0212 -0.0168
H 4.5583 -1.9093 -3.1058 -0.0059 0.0049 0.0022
H 3.0239 -0.7180 -1.6503 -0.0261 -0.0193 0.0196
C -1.6086 4.5806 -0.2298 0.0231 -0.0124 -0.0288
P -0.5302 3.0694 -0.1189 -0.2862 0.2248 0.1606
C 1.1039 3.9187 -0.0964 -0.0286 -0.0577 -0.0462
C -0.7663 2.7605 1.6760 0.0656 -0.0055 -0.0297
H -1.4389 5.2592 0.6117 0.0031 0.0300 -0.0152
H -2.6542 4.2681 -0.2289 -0.0131 0.0037 0.0119
H -1.4160 5.1187 -1.1612 0.0071 0.0049 -0.0147
H 1.0555 4.8135 0.5297 0.0621 -0.0095 0.0274
H 1.3953 4.2090 -1.1093 -0.0016 0.0217 0.0332
H 1.8579 3.2338 0.2939 -0.0155 0.0287 -0.0291
H -0.2230 3.5003 2.2702 -0.0202 0.0113 0.0259
H -0.4302 1.7544 1.9195 0.0373 -0.0057 -0.0007
H -1.8337 2.8172 1.8944 0.0067 -0.0302 0.0149
C -2.1972 -0.0342 0.2036 0.1623 0.2152 0.0074
Ge -2.1512 -1.5305 1.3045 -0.3693 -0.2926 -0.0975
C -0.7576 -1.9144 2.6966 0.0446 0.2170 -0.0147
C -1.0182 -1.8593 4.0667 -0.0068 -0.1427 -0.0055
C -0.0027 -1.9918 5.0074 0.0189 0.0172 0.0158
C 1.3105 -2.1719 4.5953 0.0134 0.0137 0.0007
C 1.5993 -2.2024 3.2368 -0.0064 0.0271 0.0051
C 0.5774 -2.0633 2.3071 0.0346 0.0050 -0.0613
C -3.8550 -1.8122 2.3340 0.0788 -0.0256 0.0632
C -4.1089 -2.9801 3.0554 0.0142 0.0151 0.0047
C -5.3009 -3.1681 3.7441 -0.0274 -0.0050 0.0047
C -6.2777 -2.1799 3.7219 -0.0089 -0.0012 0.0006
C -6.0516 -1.0156 2.9994 -0.0143 -0.0039 -0.0020
C -4.8547 -0.8422 2.3130 0.0183 0.0484 -0.0040
C -2.1690 -3.2393 0.2366 0.0338 0.0494 0.0301
C -1.1794 -4.2194 0.2305 0.0371 -0.0142 0.0321
C -1.2612 -5.3356 -0.5995 0.0085 -0.0097 -0.0133
C -2.3548 -5.5046 -1.4348 -0.0096 -0.0049 0.0039
C -3.3691 -4.5519 -1.4264 -0.0052 -0.0201 -0.0175
C -3.2688 -3.4404 -0.6033 0.0046 0.0543 -0.0147
H -2.6278 0.7740 0.8187 0.0327 -0.0014 -0.0318
H -2.0363 -1.7153 4.4123 -0.0273 0.0203 0.0055
H -0.2359 -1.9375 6.0661 -0.0030 -0.0107 0.0033
H 2.1076 -2.2557 5.3258 -0.0056 -0.0088 -0.0070
H 2.6240 -2.2967 2.8962 0.0014 0.0120 0.0059
H 0.8379 -2.0235 1.2533 -0.0045 0.0213 0.0354
H -3.3534 -3.7604 3.0800 0.0023 -0.0045 0.0041
H -5.4712 -4.0853 4.2986 0.0050 -0.0011 -0.0013
H -7.2088 -2.3184 4.2611 -0.0022 -0.0050 -0.0079
H -6.8133 -0.2431 2.9675 0.0042 0.0057 0.0047
H -4.6829 0.0582 1.7309 0.0001 0.0008 -0.0118
H -0.3191 -4.1155 0.8830 -0.0041 0.0108 -0.0154
H -0.4631 -6.0704 -0.5961 -0.0013 -0.0014 0.0063
H -2.4202 -6.3704 -2.0850 0.0011 0.0013 0.0010
H -4.2352 -4.6770 -2.0688 0.0015 0.0008 0.0047
H -4.0522 -2.6872 -0.6163 0.0066 0.0039 -0.0178
```
Positions in Å, forces in eV/Å.

Output
Net charge = -2
HOMO energy = -0.011 eV

# 3
C44H48BiFN12O4 as an isolated structure. Source: the OMol25 dataset; level of theory: wB97M-V/def2-TZVPD.

```
110
Properties=species:S:1:pos:R:3:forces:R:3
Bi 1.8870 -0.1217 0.3969 -0.0246 0.2989 0.2503
O 2.3059 -2.6420 -3.0429 -0.3849 0.8721 0.5235
C 2.1142 -1.6555 -2.3246 1.3297 -1.2282 -0.0406
N 2.8600 -1.3170 -1.2343 -0.0213 0.1397 0.2174
C 3.7660 -2.3538 -0.7101 -0.4480 0.5375 -1.0573
C 3.0787 -3.0676 0.4278 0.0545 -1.0749 0.9802
C 3.4970 -4.3482 0.8560 -0.2362 0.3487 0.0275
C 2.8662 -4.9188 1.9605 0.0417 0.3065 -0.0614
C 1.8285 -4.2206 2.6163 0.1820 -0.1787 -0.0454
C 1.4723 -2.9703 2.1552 0.3119 -0.0016 -0.8220
N 2.0963 -2.4279 1.0706 0.0785 -0.5669 0.3875
C 1.0217 -0.6999 -2.6406 -1.0324 0.5253 -1.1534
C 0.3949 -0.7344 -3.9136 0.1224 0.3060 0.7930
C -0.6327 0.1726 -4.1399 -0.0416 0.1726 0.4190
C -1.0493 1.0568 -3.1084 0.3155 -0.6805 -0.4129
C -0.3947 1.0002 -1.8918 0.5017 -0.4500 -0.2424
N 0.6509 0.1508 -1.6952 -1.1275 0.3863 -0.4227
H 4.7347 -1.9010 -0.3916 -0.6314 -0.3307 -0.1307
H 3.9339 -3.0240 -1.5690 0.2752 -0.1213 0.5857
H 4.3078 -4.8535 0.3134 -0.4395 0.1857 0.3596
H 3.2012 -5.8896 2.3298 -0.2008 0.2601 -0.1224
H 1.3030 -4.6373 3.4810 0.3267 0.0867 -0.3611
H 0.6740 -2.3775 2.6260 0.4843 -0.1790 -0.2646
H 0.7431 -1.4623 -4.6514 -0.1749 0.3182 0.2905
H -1.1334 0.1785 -5.1042 0.0494 0.0851 0.1498
H -1.8895 1.7382 -3.2467 0.2993 -0.1700 -0.0196
H -0.7039 1.6270 -1.0477 0.2926 -0.2682 -0.1967
C -5.9810 -1.1082 2.6121 -0.2859 -0.3860 0.0694
C -5.3290 0.1533 2.0513 0.0166 0.4083 0.3590
N -4.0148 -0.1348 1.4501 0.2035 0.0383 -0.1138
C -2.8951 0.1822 2.1742 0.3735 -0.5832 -0.5083
C -1.6268 -0.1168 1.7280 -0.6486 0.3980 0.0215
C -0.4042 0.4472 2.4006 1.6553 1.0426 0.2096
O -0.0208 -0.0022 3.4983 -0.8235 0.5763 -1.5287
O 0.2138 1.3711 1.6592 -1.2726 -1.8630 1.2702
C -1.4377 -0.8825 0.5268 1.7554 -0.5043 0.5241
O -0.2989 -1.3703 0.1778 -1.6695 0.9054 0.7553
C -2.5981 -1.0714 -0.2765 -1.2299 -0.1431 -0.6620
C -2.4644 -1.5518 -1.5943 -0.6997 -0.2024 -0.0577
C -3.5431 -1.5258 -2.4425 -0.1816 0.2886 -0.0462
F -3.2990 -1.8258 -3.7634 -0.2009 0.0311 0.7543
C -4.8698 -1.1371 -2.0336 1.5080 -0.1510 1.4254
C -5.0064 -0.7803 -0.6628 -0.4702 -0.3753 -1.2053
C -3.8937 -0.6821 0.1712 0.9380 0.3469 0.6675
N -5.9479 -1.1618 -2.8885 -1.0424 -0.0028 -0.1198
C -5.8398 -1.6356 -4.2737 0.5682 0.0206 -0.0702
C -7.2415 -1.7779 -4.8634 -0.4540 0.1108 -0.6256
N -8.2097 -2.1847 -3.7572 0.4679 -0.5092 0.1707
C -8.3958 -1.0389 -2.7802 -0.6439 -0.0160 0.3345
C -7.0921 -0.2637 -2.6688 0.6972 0.7510 -0.0864
H -6.9623 -0.8767 3.0748 0.5950 -0.0779 -0.2419
H -5.3342 -1.5777 3.3752 -0.3114 0.2529 -0.3180
H -6.1518 -1.8635 1.8157 0.1083 0.4349 0.4204
H -5.1192 0.8956 2.8549 -0.3828 -0.5387 -0.5613
H -5.9833 0.6476 1.3093 0.4029 -0.1148 0.3779
H -3.0796 0.6615 3.1487 0.2154 -0.2056 -0.6428
H -1.5195 -1.9663 -1.9473 -0.1317 0.4010 0.0812
H -5.9945 -0.5832 -0.2278 0.5692 -0.0933 -0.4589
H -5.3126 -2.6097 -4.3116 -0.3999 0.5682 0.1695
H -5.2447 -0.9312 -4.8966 -0.4664 -0.4092 0.1663
H -7.2613 -2.5472 -5.6534 -0.0265 0.3022 0.4202
H -7.6086 -0.8301 -5.3165 0.0482 -0.6706 0.5018
H -7.7983 -2.9943 -3.2388 -0.2455 0.7298 -0.4783
H -9.1091 -2.5257 -4.1306 0.3692 0.3436 0.0855
H -8.7043 -1.4616 -1.8036 0.1493 0.0916 -0.6494
H -9.2022 -0.3900 -3.1579 0.2594 -0.3594 0.1096
H -7.0531 0.2247 -1.6717 0.0596 -0.4319 -0.8021
H -7.0531 0.5701 -3.4131 -0.1069 -0.5295 0.4231
C 5.6633 2.8111 2.9003 1.2150 0.5038 0.2597
C 4.4703 3.3528 2.1206 0.4145 0.5323 0.3534
C 4.9289 4.1739 0.8935 0.4235 0.6907 0.4940
C 3.5803 4.2200 3.0422 0.1937 0.5175 0.0508
N 3.6287 2.2483 1.7636 -0.7196 -1.2928 -1.1161
N 4.1824 1.2466 0.8827 -0.2832 0.2968 0.0443
H 6.1868 3.6784 3.3660 -0.2045 -0.6401 -0.2858
H 6.4170 2.3072 2.2457 -0.6232 0.3322 0.4113
H 5.3991 2.1201 3.7212 -0.1763 0.2831 -0.4363
H 5.4776 5.0628 1.2884 -0.2724 -0.5816 -0.4896
H 4.0560 4.5670 0.3278 0.5373 -0.3686 0.2180
H 5.6368 3.6206 0.2353 -0.5696 0.3278 0.3397
H 4.1814 5.0781 3.4169 -0.4469 -0.5087 -0.2009
H 3.2237 3.6354 3.9186 0.1693 0.3470 -0.6460
H 2.7092 4.6485 2.4828 0.5854 -0.4384 0.4569
H 2.8187 2.6433 1.2854 -0.0100 -0.3509 0.0991
H 4.7660 0.6000 1.4101 0.0304 0.5002 -0.0924
H 4.6462 1.6437 0.0624 0.2408 -0.1206 0.4532
N 5.7799 -3.7896 5.1171 -0.7639 0.9591 -0.2810
C 5.1154 -2.8693 4.8823 0.9341 -1.0193 0.4483
C 4.3042 -1.7366 4.5551 -0.3486 0.1720 0.0281
C 3.7259 -0.9142 5.5436 0.0578 -0.0413 -0.1827
C 2.9119 0.1360 5.1377 -0.0860 -0.1492 -0.2032
C 2.6778 0.3130 3.7646 0.5049 -0.3774 0.2750
N 3.2361 -0.4891 2.8353 -0.0424 -0.0617 0.2777
C 4.0390 -1.4998 3.2097 -0.1921 0.8509 0.7092
H 3.9365 -1.1319 6.5947 -0.1505 0.1825 -0.3718
H 2.4069 0.8041 5.8431 0.3301 -0.3592 -0.2107
H 2.0225 1.1181 3.4203 0.4368 -0.5012 0.0565
H 4.5454 -2.1204 2.4643 -0.4434 0.2228 0.0200
N 3.7817 5.9524 -4.4309 -0.2440 -0.5871 0.4211
C 3.4708 5.0760 -3.7474 0.2702 0.8276 -0.5430
C 3.1125 3.9942 -2.8806 -0.1776 -0.1081 0.4341
C 2.1966 4.2145 -1.8315 0.2308 -0.1772 -0.6821
C 1.8921 3.1380 -1.0129 0.7712 -0.5927 -0.3283
N 2.5015 1.9371 -1.1717 0.1138 0.5620 -0.9982
C 3.3597 1.7193 -2.2191 -0.6530 0.3581 1.1617
C 3.7026 2.7378 -3.0896 -0.1766 0.1467 0.0507
H 1.7229 5.1897 -1.6938 0.2311 -0.3590 -0.0619
H 1.1535 3.2506 -0.2057 0.4052 -0.2861 -0.2253
H 3.7753 0.6979 -2.3169 -0.3370 0.7231 0.1909
H 4.4105 2.5690 -3.9072 -0.3441 0.1310 0.3303
```
Positions in Å, forces in eV/Å.

Output
Net charge = +2
HOMO energy = -12.652 eV

Total energy values (in eV) by entry order: -150282.4013, -117082.4889, -81022.0939.
ΔE to the lowest compared entry with this formula, charge and spin values (in kcal per mole) by entry order: 0.0, 6.3, 26.0.
Maximum force values (in eV/Å) by entry order: 0.15, 0.60, 2.59.